A cluster of 6 separate species, C6H26N2O5 in total, computed with the ωB97M-V functional and the def2-TZVPD basis.

Each line ends with the natural charge from an NBO analysis.
Element x y z (Å)
1 C -1.957 -0.480 -1.874  -0.620
2 C -0.849 -0.206 -0.860  -0.235
3 N -1.364 0.330 0.395  -0.459
4 C -1.752 1.724 0.278  -0.433
5 C -0.486 0.110 1.547  -0.229
6 C 0.906 0.773 1.578  -0.086
7 C 1.382 0.855 3.023  -0.618
8 N 1.853 0.023 0.732  -0.899
9 H -2.630 -1.238 -1.482  0.229
10 H -1.544 -0.832 -2.818  0.210
11 H -2.576 0.399 -2.051  0.191
12 H -0.350 -1.152 -0.653  0.205
13 H -0.087 0.453 -1.289  0.159
14 H -2.154 2.071 1.230  0.209
15 H -0.936 2.393 -0.031  0.182
16 H -2.572 1.826 -0.430  0.193
17 H -1.035 0.446 2.422  0.202
18 H -0.342 -0.965 1.669  0.215
19 H 0.832 1.783 1.178  0.201
20 H 1.406 -0.138 3.471  0.206
21 H 2.381 1.293 3.082  0.208
22 H 0.717 1.461 3.643  0.213
23 H 2.804 0.262 0.991  0.369
24 H 1.753 -0.976 0.881  0.384
25 O -2.095 -2.837 0.890  -0.970
26 H -1.124 -2.849 0.814  0.486
27 H -2.305 -1.895 0.955  0.470
28 O 1.660 2.693 -1.086  -0.975
29 H 1.128 2.514 -1.882  0.488
30 H 1.823 1.811 -0.722  0.472
31 O 1.847 -1.926 -1.498  -0.972
32 H 1.841 -1.008 -1.170  0.505
33 H 1.303 -1.937 -2.295  0.485
34 O -0.386 2.367 -3.042  -0.947
35 H -1.056 2.110 -2.398  0.481
36 H -0.666 3.237 -3.354  0.482
37 O 0.780 -2.951 0.839  -0.999
38 H 1.195 -2.773 -0.033  0.510
39 H 1.083 -3.815 1.133  0.487

Values from the calculation:
E_tot   -19862.1523 eV
Max |F|   0.4 eV/Å
Kohn-Sham gap   9.22 eV
Energy relative to the best compared isomer or geometry (same formula, charge and spin)   0.331 eV
SMILES string   CCN(C)C[C@@H](C)N.O.O.O.O.O


A cluster of 7 separate species, C6H26O6 in total in a non-equilibrium geometry, computed with the ωB97M-V functional and the def2-TZVPD basis.

Each line ends with the natural charge from an NBO analysis.
Element x y z (Å)
1 C 2.182 0.918 -1.112  -0.624
2 C 0.697 0.759 -1.287  -0.414
3 C 0.055 0.026 -0.117  -0.423
4 C 0.311 -1.493 -0.099  -0.240
5 C 0.227 -2.031 1.322  -0.601
6 C -0.685 -2.210 -1.000  -0.601
7 H 2.636 1.419 -1.960  0.225
8 H 2.489 1.494 -0.261  0.202
9 H 2.734 -0.050 -1.005  0.190
10 H 0.484 0.255 -2.225  0.187
11 H 0.265 1.739 -1.384  0.227
12 H -1.099 0.192 -0.157  0.237
13 H 0.358 0.445 0.854  0.196
14 H 1.330 -1.723 -0.428  0.185
15 H 0.970 -1.626 2.071  0.190
16 H 0.386 -3.124 1.364  0.212
17 H -0.751 -1.831 1.781  0.210
18 H -0.608 -1.855 -2.035  0.195
19 H -0.499 -3.250 -1.026  0.215
20 H -1.684 -2.059 -0.648  0.205
21 O 1.521 -1.733 -3.625  -0.931
22 H 1.462 -1.364 -2.725  0.468
23 H 0.727 -1.484 -4.066  0.468
24 O 0.410 2.665 2.284  -0.962
25 H 1.149 2.035 2.347  0.506
26 H 0.460 3.039 1.484  0.466
27 O 2.372 0.831 2.206  -0.959
28 H 2.539 0.272 3.011  0.496
29 H 2.255 0.249 1.445  0.497
30 O -2.041 1.630 2.561  -0.981
31 H -1.142 1.958 2.467  0.504
32 H -2.501 2.401 2.898  0.476
33 O -2.416 1.030 -2.044  -0.974
34 H -1.964 0.180 -2.158  0.449
35 H -2.822 0.934 -1.137  0.498
36 O -3.328 0.591 0.444  -0.975
37 H -3.658 -0.209 0.794  0.474
38 H -2.824 0.978 1.164  0.508

Values from the calculation:
E_tot   -18929.1379 eV
Max |F|   5.3 eV/Å
Kohn-Sham gap   10.74 eV
Energy relative to the best compared isomer or geometry (same formula, charge and spin)   0.255 eV
SMILES string   CCCC(C)C.O.O.O.O.O.O


A cluster of 9 separate species, C6H26O9 in total in a non-equilibrium geometry, computed with the ωB97M-V functional and the def2-TZVPD basis.

Each line ends with the natural charge from an NBO analysis.
Element x y z (Å)
1 C -2.417 -2.537 1.314  -0.633
2 C -2.290 -1.135 1.932  -0.457
3 C -1.384 -0.177 1.193  -0.126
4 C -1.936 0.997 0.786  -0.290
5 C -1.061 2.047 0.196  -0.338
6 C 0.215 2.045 -0.146  0.130
7 O 0.934 3.056 -0.779  -0.714
8 H -3.288 -2.678 0.617  0.211
9 H -2.570 -3.196 2.175  0.217
10 H -1.642 -2.744 0.537  0.231
11 H -2.109 -1.231 3.047  0.227
12 H -3.285 -0.704 1.960  0.201
13 H -0.394 -0.660 1.028  0.224
14 H -2.946 1.280 1.145  0.228
15 H -1.628 2.919 -0.112  0.194
16 H 0.950 1.325 0.227  0.206
17 H 0.416 3.861 -0.649  0.489
18 O 0.946 -2.885 -0.580  -0.963
19 H 1.271 -2.309 0.109  0.482
20 H 0.195 -2.528 -1.048  0.505
21 O 2.833 -1.626 -2.037  -0.984
22 H 1.991 -1.843 -1.635  0.496
23 H 2.726 -1.483 -2.976  0.480
24 O -1.349 -1.356 -1.813  -0.998
25 H -1.684 -0.627 -1.297  0.484
26 H -0.885 -1.048 -2.619  0.511
27 O 0.610 -0.568 -3.697  -0.998
28 H 0.624 -0.300 -4.625  0.470
29 H 1.254 0.128 -3.378  0.505
30 O 1.411 1.837 -3.159  -0.961
31 H 0.517 2.013 -3.446  0.478
32 H 1.452 1.978 -2.188  0.508
33 O 2.684 0.091 -0.222  -0.990
34 H 3.266 -0.258 -0.928  0.514
35 H 3.056 0.920 0.071  0.462
36 O 0.905 -0.580 3.985  -0.975
37 H 0.931 -1.414 4.441  0.490
38 H 1.694 -0.031 3.968  0.488
39 O -1.797 1.706 3.961  -0.958
40 H -0.945 1.471 4.324  0.478
41 H -1.768 1.630 2.999  0.477

Values from the calculation:
E_tot   -25069.5190 eV
Max |F|   2.9 eV/Å
Kohn-Sham gap   8.99 eV
Energy relative to the best compared isomer or geometry (same formula, charge and spin)   4.342 eV
SMILES string   CC/C=C/C=C/O.O.O.O.O.O.O.O.O


A cluster of 7 separate species, C6H27NO7 in total in a non-equilibrium geometry, computed with the ωB97M-V functional and the def2-TZVPD basis.

Each line ends with the natural charge from an NBO analysis.
Element x y z (Å)
1 C 1.228 1.448 -2.033  -0.644
2 C 1.644 0.905 -0.578  -0.244
3 N 0.444 0.597 0.204  -0.695
4 C -0.022 -0.822 0.183  -0.060
5 C -1.108 -0.935 1.209  -0.413
6 C -1.536 -2.362 1.464  -0.622
7 C -0.476 -1.235 -1.290  -0.099
8 O -0.351 -2.597 -1.591  -0.713
9 H 2.228 1.594 -2.526  0.213
10 H 0.555 2.309 -2.299  0.242
11 H 0.846 0.509 -2.679  0.183
12 H 2.285 0.087 -0.758  0.222
13 H 2.231 1.737 -0.095  0.218
14 H -0.251 1.305 0.166  0.371
15 H 0.795 -1.574 0.606  0.202
16 H -0.671 -0.344 2.027  0.218
17 H -1.971 -0.339 0.906  0.206
18 H -2.206 -2.398 2.287  0.232
19 H -0.746 -2.972 1.537  0.198
20 H -2.146 -2.776 0.712  0.205
21 H -1.483 -1.100 -1.479  0.177
22 H 0.154 -0.875 -2.034  0.190
23 H -0.665 -3.045 -0.754  0.469
24 O -1.162 2.765 1.774  -0.978
25 H -1.630 3.132 2.379  0.473
26 H -0.538 2.035 1.967  0.510
27 O -3.650 0.405 -2.552  -0.915
28 H -3.359 1.199 -2.091  0.470
29 H -2.808 0.170 -2.772  0.448
30 O -1.896 3.250 -0.573  -0.955
31 H -1.801 4.049 -0.073  0.481
32 H -1.462 2.532 -0.126  0.469
33 O 1.509 1.466 2.689  -0.981
34 H 1.264 0.974 1.863  0.470
35 H 2.192 0.960 3.011  0.479
36 O 3.100 -0.635 1.924  -0.953
37 H 3.038 -1.335 2.523  0.480
38 H 2.332 -0.511 1.327  0.479
39 O 2.266 -2.891 -1.124  -0.970
40 H 1.291 -2.904 -1.154  0.476
41 H 2.502 -2.700 -2.017  0.462

Values from the calculation:
E_tot   -22479.3053 eV
Max |F|   9.7 eV/Å
Kohn-Sham gap   10.12 eV
Energy relative to the best compared isomer or geometry (same formula, charge and spin)   4.344 eV
SMILES string   CCN[C@@H](CC)CO.O.O.O.O.O.O